No. 1
Density functional theory data (wB97M-V/def2-TZVPD) for a 2-piece molecular cluster, C5H9NO2 overall in a non-equilibrium geometry.

## Properties
energy above the lowest of the compared OMol25 structures with the same formula, charge and spin: 2.552 eV
orbital gap: 9.6 eV
DFT total energy: -401.0830 hartree
molecular weight: 115.1 Da
LUMO energy: 0.41 eV

The geometry in ORCA input format:
```
! RIJCOSX wB97M-V def2-TZVPD def2/J DEFGRID3
* xyz 0 1
C -0.98 -1.42 -2.00
O -0.65 -0.45 -1.00
C -1.51 -0.41 0.05
O -2.45 -1.16 0.15
C -1.19 0.61 1.04
C -0.15 1.43 1.10
N 0.35 2.50 1.42
H -1.98 -1.23 -2.40
H -0.23 -1.30 -2.78
H -0.95 -2.42 -1.57
H -1.87 0.62 1.88
H 1.30 2.61 1.74
C 2.07 0.11 0.50
H 1.22 0.64 -0.09
H 2.39 -0.72 -0.12
H 2.83 0.87 0.61
H 1.78 -0.28 1.47
*
```

List of Löwdin charges in e, atom by atom: atom 1 (C): -0.050, atom 2 (O): -0.074, atom 3 (C): -0.523, atom 4 (O): 0.091, atom 5 (C): -0.003, atom 6 (C): -0.204, atom 7 (N): 0.187, atom 8 (H): 0.096, atom 9 (H): 0.092, atom 10 (H): 0.097, atom 11 (H): 0.129, atom 12 (H): 0.079, atom 13 (C): -0.042, atom 14 (H): 0.037, atom 15 (H): 0.028, atom 16 (H): 0.023, atom 17 (H): 0.038



No. 2
Density functional theory data (wB97M-V/def2-TZVPD) for C14H20AgBN8Se as an isolated structure in a non-equilibrium geometry.

## Properties
energy above the lowest of the compared OMol25 structures with the same formula, charge and spin: 0.000 eV
orbital gap: 8.1 eV
DFT total energy: -3556.8006 hartree
molecular weight: 498.0 Da
LUMO energy: 0.50 eV

The geometry in ORCA input format:
```
! RIJCOSX wB97M-V def2-TZVPD def2/J DEFGRID3
* xyz 0 1
Ag 0.16 -0.96 0.99
B 2.00 0.77 -1.70
N 2.69 -0.27 -0.79
C 3.94 -0.26 -0.41
C 4.20 -1.40 0.39
C 2.95 -2.05 0.38
N 2.04 -1.37 -0.30
N 0.82 1.54 -1.01
C 0.13 2.56 -1.54
C -0.93 2.89 -0.75
C -0.84 2.03 0.33
N 0.21 1.18 0.22
H 1.50 0.32 -2.77
H 2.94 1.56 -1.94
H 4.54 0.64 -0.64
H 5.12 -1.64 0.89
H 2.76 -2.99 0.89
H 0.47 2.97 -2.45
H -1.60 3.77 -0.91
H -1.49 2.00 1.16
N 1.07 -0.18 5.19
C 2.33 0.15 4.64
C 2.12 0.17 3.28
N 0.82 -0.17 3.00
C 0.22 -0.32 4.17
H 0.87 -0.31 6.17
H 3.21 0.32 5.26
H 2.88 0.35 2.53
H -0.82 -0.48 4.28
C -0.85 -2.01 -2.77
N -1.95 -1.05 -2.47
C -2.72 -0.21 -3.32
C -3.61 0.41 -2.55
N -3.56 -0.09 -1.26
C -4.42 0.17 -0.13
C -2.54 -1.00 -1.24
Se -2.21 -1.99 0.30
H -0.31 -1.66 -3.69
H -1.28 -3.05 -2.86
H -0.14 -1.93 -1.99
H -2.53 -0.10 -4.38
H -4.39 1.07 -2.82
H -3.80 0.36 0.74
H -5.00 -0.79 0.08
H -5.00 1.07 -0.23
*
```

List of Löwdin charges in e, atom by atom: atom 1 (Ag): 0.505, atom 2 (B): -0.446, atom 3 (N): -0.107, atom 4 (C): -0.122, atom 5 (C): -0.070, atom 6 (C): -0.203, atom 7 (N): -0.031, atom 8 (N): -0.062, atom 9 (C): -0.135, atom 10 (C): -0.110, atom 11 (C): -0.195, atom 12 (N): -0.013, atom 13 (H): 0.063, atom 14 (H): 0.071, atom 15 (H): 0.121, atom 16 (H): 0.074, atom 17 (H): 0.096, atom 18 (H): 0.109, atom 19 (H): 0.106, atom 20 (H): 0.081, atom 21 (N): 0.049, atom 22 (C): -0.066, atom 23 (C): -0.137, atom 24 (N): -0.037, atom 25 (C): -0.210, atom 26 (H): 0.154, atom 27 (H): 0.107, atom 28 (H): 0.096, atom 29 (H): 0.118, atom 30 (C): -0.019, atom 31 (N): -0.085, atom 32 (C): -0.034, atom 33 (C): -0.065, atom 34 (N): -0.128, atom 35 (C): -0.076, atom 36 (C): -0.703, atom 37 (Se): 0.592, atom 38 (H): 0.100, atom 39 (H): 0.110, atom 40 (H): 0.022, atom 41 (H): 0.127, atom 42 (H): 0.110, atom 43 (H): 0.045, atom 44 (H): 0.112, atom 45 (H): 0.086



No. 3
Density functional theory data (wB97M-V/def2-TZVPD) for C5H12NO2 as an isolated structure in a non-equilibrium geometry.

## Properties
energy above the lowest of the compared OMol25 structures with the same formula, charge and spin: 7.628 eV
orbital gap: 6.1 eV
DFT total energy: -402.7491 hartree
molecular weight: 118.2 Da
LUMO energy: 2.60 eV

The geometry in ORCA input format:
```
! RIJCOSX wB97M-V def2-TZVPD def2/J DEFGRID3
* xyz -1 1
C -1.17 0.99 -0.14
O -2.53 1.29 -0.09
C -0.81 -0.37 -0.74
C 0.58 -0.88 -0.30
C 1.67 -0.08 -1.01
C 2.29 0.81 -0.12
N 2.91 0.47 1.17
H -0.69 1.79 -0.71
H -0.71 1.02 0.86
H -1.60 -1.06 -0.39
H -0.90 -0.32 -1.83
H 0.53 -1.95 -0.49
H 0.49 -0.76 0.79
H 2.26 -0.74 -1.62
H 2.50 1.85 -0.40
H 1.80 0.46 1.13
H 3.12 -0.50 1.02
H -3.50 -1.48 1.68
H -2.97 0.48 0.34
O -3.29 -1.02 0.86
*
```

List of Löwdin charges in e, atom by atom: atom 1 (C): -0.346, atom 2 (O): -0.127, atom 3 (C): -0.216, atom 4 (C): -0.254, atom 5 (C): -0.128, atom 6 (C): -0.242, atom 7 (N): 0.031, atom 8 (H): 0.098, atom 9 (H): 0.104, atom 10 (H): 0.079, atom 11 (H): 0.106, atom 12 (H): 0.097, atom 13 (H): 0.097, atom 14 (H): 0.099, atom 15 (H): 0.095, atom 16 (H): 0.077, atom 17 (H): 0.053, atom 18 (H): -0.133, atom 19 (H): 0.008, atom 20 (O): -0.499